This record from the Open Molecules 2025 dataset describes a cluster of 3 separate species, C23H46N3O5P in total in a non-equilibrium geometry. The level of theory is ωB97M-V with the def2-TZVPD basis set.

- HOMO: -0.2903 hartree
- E: -48588.88812 eV
- SMILES: C#CCCC[C@H]1OC(=O)O[C@@]1(COC(C)=O)[PH2]=N.CCN(CC)CC.CCN(CC)CC

Cartesian coordinates (Å):
C (-0.231, 5.540, -0.164)
C (0.369, 4.911, -0.988)
C (0.905, 4.040, -2.047)
C (-0.097, 2.881, -2.305)
C (-1.320, 3.499, -3.032)
C (-2.347, 2.392, -3.328)
O (-1.855, 1.050, -3.443)
C (-2.743, 0.317, -2.673)
O (-2.415, -0.616, -2.041)
O (-3.961, 0.933, -2.773)
C (-3.646, 2.337, -2.478)
C (-4.862, 3.116, -3.027)
O (-5.514, 3.937, -2.068)
C (-4.904, 5.139, -1.811)
C (-4.212, 5.989, -2.872)
O (-4.962, 5.562, -0.700)
P (-3.514, 2.288, -0.588)
N (-4.577, 1.264, -0.034)
H (-0.873, 6.114, 0.456)
H (1.894, 3.665, -1.778)
H (0.995, 4.578, -2.995)
H (-0.383, 2.382, -1.380)
H (0.393, 2.210, -3.011)
H (-1.748, 4.334, -2.471)
H (-0.969, 3.874, -3.997)
H (-2.708, 2.569, -4.356)
H (-5.581, 2.348, -3.312)
H (-4.585, 3.630, -3.951)
H (-4.234, 5.596, -3.886)
H (-3.211, 6.220, -2.509)
H (-4.759, 6.935, -2.894)
H (-3.756, 3.557, -0.021)
H (-2.228, 1.837, -0.211)
H (-5.218, 1.740, 0.591)
C (1.662, -1.522, -2.190)
C (2.072, -2.876, -1.627)
N (1.278, -3.287, -0.486)
C (1.837, -4.424, 0.226)
C (1.920, -5.765, -0.511)
C (-0.162, -3.322, -0.690)
C (-0.707, -4.215, -1.810)
H (1.677, -0.756, -1.412)
H (2.360, -1.222, -2.973)
H (0.665, -1.546, -2.634)
H (3.116, -2.799, -1.311)
H (2.048, -3.620, -2.439)
H (1.279, -4.568, 1.156)
H (2.850, -4.151, 0.544)
H (0.944, -6.240, -0.602)
H (2.553, -6.454, 0.054)
H (2.353, -5.666, -1.506)
H (-0.503, -2.301, -0.879)
H (-0.649, -3.597, 0.250)
H (-0.137, -4.117, -2.735)
H (-1.737, -3.929, -2.032)
H (-0.725, -5.266, -1.523)
C (1.392, -1.317, 2.418)
C (2.619, -1.895, 3.106)
N (3.250, -0.978, 4.038)
C (4.566, -1.416, 4.474)
C (4.659, -2.707, 5.295)
C (2.390, -0.439, 5.077)
C (1.681, -1.428, 6.010)
H (1.629, -0.374, 1.922)
H (1.034, -2.014, 1.659)
H (0.572, -1.145, 3.118)
H (3.343, -2.147, 2.326)
H (2.338, -2.846, 3.587)
H (5.040, -0.606, 5.037)
H (5.187, -1.539, 3.581)
H (4.313, -2.564, 6.318)
H (5.702, -3.026, 5.357)
H (4.094, -3.525, 4.848)
H (1.626, 0.178, 4.597)
H (2.966, 0.269, 5.680)
H (1.238, -2.265, 5.469)
H (0.871, -0.917, 6.535)
H (2.352, -1.823, 6.772)